C2H5NOS in the gas phase in a non-equilibrium geometry. Source: the OMol25 dataset; level of theory: wB97M-V/def2-TZVPD.

Geometry as XYZ:
```
10
Properties=species:S:1:pos:R:3:forces:R:3
C 1.168093 -0.571997 -0.231426 -0.5499 0.6375 -0.3479
C 0.201118 0.534718 0.169064 -2.5563 -1.1161 -3.3357
N -1.285727 0.379073 -0.677409 2.0439 -0.3873 2.1095
O -2.356605 0.857688 0.184722 0.3299 1.4730 -0.0105
S -2.348709 -0.774030 0.126309 0.7062 -0.8919 -0.4352
H 1.316808 -0.658030 -1.371148 -0.0680 -0.1370 1.9962
H 0.717176 -1.457803 0.299688 0.9057 0.3601 -1.1107
H 2.073165 -0.241199 0.330027 -0.1346 -0.7512 -0.7810
H 0.437815 1.551998 -0.005238 0.4906 0.8569 -0.5855
H 0.076868 0.379583 1.175408 -1.1674 -0.0441 2.5007
```
Positions in Å, forces in eV/Å.

Properties
Spin multiplicity   1
LUMO   0.02 eV
SMILES   CCn1os1
E_HOMO   -0.325 Eh
Relative energy (zero: lowest compared OMol25 entry of this formula, charge and spin)   116.5 kcal per mole